(1)
A molecular structure, C27H70O24S7V, computed with the ωB97M-V functional and the def2-TZVPD basis.

```
129
C27H70O24S7V, DFT the ωB97M-V functional and the def2-TZVPD basis
H -4.00 6.16 5.92
H -3.51 3.04 -0.03
H -1.58 -2.46 -2.46
C 3.19 -0.46 -2.96
H 1.98 0.53 4.38
H 0.46 -2.15 -0.90
H 4.21 -2.71 1.49
H -1.82 -0.87 -2.88
C -0.26 -0.19 1.88
C 0.55 2.97 -1.68
C 2.32 -4.66 -0.05
S 1.61 -1.54 5.48
H -1.41 -1.41 8.91
H 3.70 0.04 -3.77
H -0.05 0.43 -0.11
H -4.35 1.58 -3.60
C 0.50 3.40 -3.14
H 3.80 -4.57 -1.65
H 0.31 -1.60 9.09
H -0.43 3.28 -3.68
O -1.62 -0.94 -0.03
H -5.30 7.36 5.34
H -2.49 1.40 -1.31
C -0.36 -0.50 0.38
H -1.26 -3.54 3.59
O -1.90 -3.36 -5.34
O -3.29 -2.47 1.77
C -0.85 0.82 -6.99
O 1.63 -4.71 2.74
S 3.05 -4.61 2.46
C -1.89 -5.11 -1.51
C -0.50 -1.67 8.36
H -2.77 4.06 4.93
H 2.61 -2.30 2.23
H -1.48 -6.04 -1.12
H 6.37 2.75 -0.96
O -2.95 -4.77 0.74
H 2.01 5.04 -6.64
H -1.90 1.00 -7.23
H -0.52 -1.08 2.45
O 2.97 4.94 -3.80
H -0.59 0.05 -7.71
O 1.13 -0.69 6.76
H 3.06 -1.54 -3.05
S 4.02 -0.23 -1.32
H -2.73 2.30 -3.65
S -2.97 -3.84 2.07
C -2.29 3.11 3.10
C -3.77 3.13 -1.09
C -2.14 -1.86 -3.18
H 2.18 -0.05 -2.94
H -1.72 -3.37 -0.24
H -1.52 4.82 4.09
O 5.43 0.31 -1.88
C 3.53 -2.88 2.32
C -3.50 1.71 -1.60
O -5.61 6.19 2.85
H -3.19 -2.07 -3.34
C -0.25 -0.74 7.16
C -2.45 -4.15 -0.48
S -1.21 -2.26 -4.76
S 2.62 3.87 -4.70
C 2.64 -0.25 4.76
C -3.37 1.59 -3.12
H -3.27 2.66 2.96
C 1.42 4.39 -6.00
H 0.96 3.52 -6.46
H -0.84 0.81 -4.68
H -1.92 3.35 2.10
H 0.66 1.88 -1.58
O -1.59 -0.89 -5.56
O -3.28 5.37 3.27
H 1.62 -1.23 0.08
O 1.61 2.83 -3.87
C -0.70 0.23 -5.61
H 5.62 1.50 -3.56
H -0.30 1.76 -7.09
O 4.19 -1.59 -0.81
H -3.03 3.88 -1.36
C -4.40 6.78 5.12
H -1.12 -4.60 -2.09
H 2.33 -3.57 -0.06
C -2.51 4.37 3.92
H 1.38 3.31 -1.07
H 0.75 4.47 -3.10
O -4.36 0.76 -1.03
H -3.71 7.51 4.71
O 0.50 -1.76 4.60
O -3.82 -4.66 2.90
H 3.27 -0.66 3.98
H 0.78 0.10 2.07
C 5.39 1.59 -2.50
H -0.47 3.13 -1.33
H -4.80 3.40 -1.30
H -1.02 -5.09 2.41
H -0.59 -2.73 8.11
O -5.16 4.33 4.51
H 0.67 4.97 -5.47
O -3.74 0.33 1.57
H -3.30 -3.58 -0.89
H 4.46 2.16 -2.47
O 3.30 -5.07 0.91
H -0.44 0.26 7.55
H 1.38 -5.14 0.19
H 0.31 -0.11 -5.36
H -1.69 2.33 3.56
O 3.37 0.79 -0.55
H 3.17 -6.14 -1.38
C 0.60 -1.63 0.05
H 2.26 -4.86 -2.27
H -0.63 -3.65 1.84
V -3.72 -0.73 0.36
C 6.57 2.41 -1.98
H 0.52 -2.48 0.73
H 3.25 0.25 5.51
S -4.80 5.57 3.86
H -0.93 0.63 2.11
H 6.93 3.26 -2.56
H -2.92 0.63 -3.38
H 7.43 1.76 -1.79
C -1.26 -4.06 2.64
O 4.07 -5.28 3.22
O 2.48 -2.63 5.83
O 3.55 3.05 -5.38
C 2.87 -5.09 -1.40
O 0.22 -2.27 -4.48
H 3.94 -2.72 3.31
H -2.70 -5.40 -2.18
H -0.90 -0.93 6.32
```

The calculation puts the total energy at -179801.657 eV. Its max |F| is 6.98 eV/A. As for the expectation value of S²: 0.80. The lowest unoccupied orbital energy (spin up / spin down) comes out at -1.33 / -1.07 eV. The multiplicity is 2. The value obtained for the HOMO-LUMO gap (spin up / spin down) is 7.9 / 8.2 eV. The total charge is 0.

(2)
A molecular structure, C27H72BF4O9V, computed with the ωB97M-V functional and the def2-TZVPD basis.

```
114
C27H72BF4O9V, DFT the ωB97M-V functional and the def2-TZVPD basis
C 4.98 15.66 15.92
H 4.61 13.43 21.00
H 1.78 15.98 23.29
F 2.03 16.94 19.69
H 1.93 14.34 23.93
C 2.16 20.56 18.91
O -0.14 20.47 18.13
V 4.03 16.69 20.03
C 1.60 20.66 16.46
H 4.72 12.37 18.82
H -1.52 19.00 22.40
H 3.39 15.14 17.28
C -3.73 19.29 16.70
C -3.12 17.92 16.90
H -1.68 15.11 19.05
C -1.98 18.21 23.02
C 1.14 21.02 17.86
H -2.33 10.66 23.77
O 3.59 18.81 22.21
H -2.97 19.88 16.17
H 3.11 20.06 25.30
H -2.26 17.97 17.58
H 3.49 21.47 21.81
C 2.11 15.21 26.67
H -3.68 18.16 21.67
H 5.59 16.55 15.74
F 0.24 16.34 21.03
H -3.84 17.22 17.33
H -5.21 19.98 15.64
C -2.60 18.76 24.27
H 3.53 18.45 24.84
H -0.24 13.07 17.29
H -4.80 19.28 18.52
C 3.66 19.85 23.20
H 1.08 21.26 15.71
H 2.31 19.47 18.82
H -0.52 12.25 23.81
H 5.61 14.93 16.44
C -2.56 11.72 23.66
H 1.65 16.93 25.56
H -4.61 20.92 17.84
H 3.14 15.53 26.81
C 2.58 13.04 21.51
H 1.42 19.60 16.22
B 0.79 17.40 20.33
H 3.26 15.47 24.15
C 3.66 13.35 20.47
H -2.75 17.52 15.96
C -0.36 14.09 17.67
H -3.48 19.37 24.04
H 2.93 12.25 18.73
O -4.89 19.10 15.88
H 2.64 13.85 22.24
F -0.06 17.82 19.32
H 1.85 16.90 16.73
H 2.74 12.11 22.04
H -3.62 16.84 22.80
F 1.20 18.42 21.15
C 3.81 16.03 16.82
H -2.44 14.02 22.20
H -1.75 11.83 21.31
C 3.02 19.35 24.47
C -2.99 17.46 22.16
O -0.96 17.30 23.45
O 3.33 14.63 19.82
C -4.12 19.95 18.00
H 1.88 20.94 22.51
H -2.39 13.67 18.23
H 3.93 11.31 19.85
C 2.16 15.38 24.13
O 0.13 15.45 25.39
H 4.59 17.73 17.52
H 1.57 13.13 21.12
C -1.50 14.10 18.69
C 1.50 15.85 25.42
H -1.90 19.36 24.85
H 2.65 18.66 21.98
H -0.09 19.51 18.22
H -0.32 16.08 24.80
C -1.34 12.45 23.11
H 1.76 20.74 19.90
H 3.01 17.65 15.60
H 4.69 15.20 14.98
H -2.51 16.89 21.37
H 2.31 16.13 15.23
H 3.11 21.09 18.79
C 2.94 21.10 22.68
H -0.51 16.89 22.70
H 2.09 14.12 26.57
H -1.82 14.39 23.86
C 2.69 16.71 16.07
O -0.96 11.82 21.86
H -0.78 16.05 16.93
H -1.52 14.76 15.95
H -3.41 11.84 22.98
H 3.08 21.89 23.42
H -3.24 20.15 18.62
H 1.96 19.07 24.36
H 4.70 20.11 23.38
H 1.49 15.43 27.53
H -1.23 13.49 19.55
H -2.85 12.15 24.62
H 0.68 15.33 18.77
O 0.86 14.49 18.33
H -2.91 17.94 24.91
H 2.50 14.43 19.31
H 2.67 20.82 16.35
H 0.21 15.07 15.82
C 3.79 12.30 19.40
C -1.61 13.92 22.90
C -0.63 15.04 16.52
O 4.28 16.89 17.90
H 1.04 22.10 17.97
H -0.70 14.39 22.52
```

The calculation puts the total energy at -84829.030 eV. Its max |F| is 1.71 eV/A. As for the expectation value of S²: 3.75. The lowest unoccupied orbital energy (spin up / spin down) comes out at -4.76 / -4.75 eV. The multiplicity is 4. The value obtained for the HOMO-LUMO gap (spin up / spin down) is 6.9 / 6.9 eV. The total charge is +1.

(3)
10 unconnected molecules or ions with the total composition C27H72F6O27PS9, computed with the ωB97M-V functional and the def2-TZVPD basis.

```
142
C27H72F6O27PS9, DFT the ωB97M-V functional and the def2-TZVPD basis
H -19.40 -6.70 12.57
C -23.70 -16.62 9.80
O -23.64 -9.94 5.00
H -17.61 -11.15 8.58
S -17.83 -10.81 6.25
H -16.76 -10.95 12.88
H -20.30 -12.87 13.52
O -22.44 -11.50 13.53
O -22.07 -13.98 13.78
H -20.84 -9.63 5.42
H -16.67 -2.87 14.28
H -22.15 -6.89 8.80
S -23.15 -12.75 13.65
O -26.12 -8.91 12.26
O -18.05 -9.34 6.10
S -21.61 -13.53 8.79
H -24.81 -12.05 15.25
H -24.37 -10.98 11.86
F -18.22 -10.63 10.86
O -17.56 -3.64 12.37
C -14.13 -4.76 10.11
O -16.95 -13.44 14.54
F -18.60 -9.11 12.56
H -26.03 -7.23 7.43
C -24.00 -10.11 11.33
H -16.23 -10.02 14.29
H -15.86 -5.98 9.40
H -20.54 -7.29 8.04
H -20.99 -13.06 4.99
H -18.04 -12.99 4.30
O -21.16 -3.98 9.13
O -18.40 -4.69 14.46
H -24.38 -13.86 15.41
C -18.71 -5.97 12.07
C -23.45 -15.13 9.80
H -20.87 -8.19 6.42
H -23.13 -7.63 15.89
O -24.05 -13.23 12.62
S -14.60 -7.95 11.31
C -20.69 -13.64 14.21
H -18.53 -12.51 7.83
S -20.62 -4.98 8.28
H -20.70 -6.83 9.76
H -17.74 -6.43 11.91
O -21.33 -4.84 6.85
H -23.13 -14.73 10.79
H -20.17 -9.76 17.23
O -14.29 -8.36 12.63
H -22.94 -9.38 15.62
H -19.58 -9.79 14.64
H -25.38 -9.44 6.79
P -19.46 -9.59 11.23
H -20.56 -15.67 14.45
C -22.73 -4.61 6.75
C -19.03 -10.29 15.43
C -22.90 -3.42 5.75
H -22.90 -17.20 10.25
H -16.97 -2.97 16.03
H -24.80 -6.97 8.53
H -16.38 -8.32 9.78
H -20.25 -12.68 3.42
H -20.88 -11.08 16.25
H -15.47 -9.80 10.23
H -21.65 -9.66 6.96
H -20.53 -14.40 10.78
H -22.58 -7.33 13.41
C -18.82 -12.88 5.02
O -18.94 -11.41 5.25
H -18.95 -14.82 14.59
H -19.47 -11.31 17.31
H -16.16 -4.84 10.79
H -22.49 -3.69 4.78
C -24.01 -12.82 15.27
C -15.96 -8.89 10.60
H -18.16 -9.73 15.74
C -18.36 -11.44 7.86
H -19.28 -10.90 8.18
C -25.44 -7.75 8.19
C -22.59 -8.37 15.27
H -16.70 -9.14 11.34
H -13.41 -5.58 9.95
C -21.45 -9.04 6.11
O -23.86 -7.94 6.51
C -19.94 -10.62 16.61
H -16.42 -5.45 14.18
C -15.43 -5.49 10.32
O -13.56 -7.83 10.32
S -23.01 -8.66 5.33
C -24.71 -8.80 7.37
H -13.86 -4.15 10.99
F -20.66 -8.55 11.63
F -20.24 -10.12 9.92
H -20.15 -14.28 4.14
H -24.66 -16.92 10.18
S -18.67 -4.39 12.89
H -23.34 -12.50 16.11
O -18.58 -11.60 14.83
C -16.21 -11.03 13.81
H -22.41 -2.56 6.19
H -20.58 -13.36 15.23
H -22.13 -8.94 13.25
C -17.03 -4.87 14.91
H -20.24 -12.65 10.61
F -20.14 -10.71 12.14
H -15.24 -11.48 13.77
H -14.07 -4.14 9.23
H -24.20 -10.09 10.25
O -22.81 -7.55 4.39
O -22.61 -12.49 8.49
O -24.25 -7.44 11.37
H -22.92 -10.10 11.49
C -20.95 -13.44 10.53
H -19.16 -5.74 11.09
H -23.23 -4.43 7.71
C -16.46 -3.49 15.19
O -15.28 -6.46 11.51
H -23.73 -16.96 8.74
H -21.59 -8.24 15.63
C -21.04 -6.64 8.74
H -16.99 -5.36 15.89
S -24.75 -8.60 12.06
H -19.67 -15.24 13.00
S -17.05 -12.06 14.92
O -24.17 -8.60 13.53
C -19.89 -14.93 14.02
H -15.40 -3.57 15.38
H -23.11 -5.58 6.38
H -24.06 -9.45 7.93
C -22.79 -8.30 13.82
O -16.61 -11.68 16.23
O -19.19 -5.01 8.02
H -21.72 -13.24 11.27
H -23.96 -3.17 5.64
H -18.70 -13.47 5.93
O -20.48 -13.81 7.97
C -20.14 -13.23 4.36
O -22.34 -14.95 8.86
O -20.04 -3.91 12.99
O -16.55 -11.34 5.88
F -18.75 -8.31 10.40
H -24.35 -14.55 9.55
H -25.95 -8.11 9.10
```

The calculation puts the total energy at -207565.187 eV. Its max |F| is 3.49 eV/A. The lowest unoccupied orbital energy comes out at 1.46 eV. The multiplicity is 1. The value obtained for the HOMO-LUMO gap is 10.4 eV. The total charge is -1.

(4)
9 unconnected molecules or ions with the total composition C27H72O9, computed with the ωB97M-V functional and the def2-TZVPD basis.

```
108
C27H72O9, DFT the ωB97M-V functional and the def2-TZVPD basis
C 1.36 3.20 4.83
H 1.04 -4.87 -0.65
H 1.14 2.59 7.01
H 0.32 -8.28 0.94
H -4.26 -1.14 -2.09
C 0.95 0.80 0.47
C 1.03 1.83 4.19
C -0.91 3.10 -4.59
H -4.92 -3.24 -2.12
H -4.04 1.70 -1.80
H 4.16 1.46 -1.65
H -3.63 -3.97 4.38
H 1.79 -6.22 0.24
C -1.75 -5.40 3.48
H -3.23 3.75 -2.30
C -2.81 -2.72 -2.09
H 1.37 -1.45 1.92
H -0.32 -1.36 1.52
H -2.40 -2.65 -3.09
H -1.63 2.62 -0.82
C -3.95 -3.71 -1.93
H -1.04 -5.86 2.79
H -3.52 -4.08 1.82
O 3.17 6.09 -0.70
H -1.49 4.29 -0.50
H 6.11 1.41 -3.42
C 6.35 0.53 -2.82
H -4.36 1.83 -0.07
H -2.38 3.18 0.59
C -1.02 1.91 -3.55
O -2.78 -3.53 4.45
O -0.43 -0.73 -0.73
H -1.11 -8.71 -0.09
C 0.95 3.42 6.34
H -1.06 -7.42 1.06
H 1.29 5.75 -0.25
H 1.47 4.25 6.81
H 3.27 6.98 -0.36
H 1.40 3.42 0.30
H 0.65 -7.42 -1.52
H 1.98 0.93 0.79
H -2.06 1.77 -3.24
H -0.52 1.94 -2.58
C -1.89 3.04 -5.72
H 3.04 3.20 5.80
H -4.15 -4.09 -0.93
O 0.31 2.95 -5.23
H -2.66 -5.98 3.36
C -1.99 -3.92 3.29
H -4.23 4.57 0.35
C -2.68 -3.42 2.06
H -0.99 -3.48 3.35
H 6.34 -1.19 -1.05
H -1.38 -5.72 4.46
C 0.80 -0.68 -0.06
C 6.08 0.72 -1.32
H -0.82 -1.61 -0.74
H 0.83 1.48 -0.37
O 6.70 -0.38 -0.68
H 3.20 3.53 0.37
H -2.91 3.01 -5.33
O -4.04 4.83 -0.56
C -3.26 -1.25 -1.68
C -0.47 -7.91 0.28
H -1.50 -7.21 -1.70
H 4.16 -0.25 -1.10
H 3.51 5.96 1.78
O -1.80 -3.15 -1.24
H 2.19 4.94 2.23
H -1.75 3.87 -6.41
H 1.84 6.66 1.85
H -1.81 2.10 -6.27
H -3.38 -0.94 -0.64
C -2.21 3.47 -0.45
H 7.37 0.26 -3.11
H -5.31 2.73 -1.15
H -0.91 4.08 -4.12
H 0.72 3.81 -5.13
H -3.91 -4.52 -2.67
H 0.30 1.02 1.32
H -2.71 -0.51 -2.25
C 0.84 -5.76 -0.06
C 2.30 3.84 -0.16
C -4.28 2.40 -1.00
C 0.66 -1.64 1.12
H 1.05 3.96 4.11
C 2.44 5.79 1.60
H 0.00 1.70 3.86
O 2.78 3.34 4.89
H -0.93 0.97 -4.09
H -3.10 -2.42 2.06
H -2.06 -3.43 1.16
C -3.48 3.66 -1.24
H 1.69 -0.96 -0.63
O -1.13 -6.41 -1.32
H 1.19 1.00 4.87
C 4.63 0.73 -0.99
H -1.48 -4.04 -1.41
H 1.69 1.59 3.35
H 4.37 0.95 0.04
H 5.66 -0.25 -3.16
H 0.83 -2.68 0.87
C 2.23 5.34 0.10
H -0.12 3.57 6.49
H 2.37 3.41 -1.16
C 0.06 -6.91 -0.76
H 0.44 -5.40 0.89
H 6.51 1.66 -0.96
```

The calculation puts the total energy at -47590.070 eV. Its max |F| is 4.36 eV/A. The lowest unoccupied orbital energy comes out at 0.49 eV. The multiplicity is 1. The value obtained for the HOMO-LUMO gap is 10.3 eV. The total charge is 0.